Record 1
The following is a quantum chemistry calculation of a single C4H6N4O4 molecule in a non-equilibrium geometry, from the OMol25 dataset.

Output
Structure (SMILES) ... NC(=O)C1=NNC[C@]1(O)[N+](=O)[O-]
LUMO energy ... 0.1 eV
Total energy ... -18390.89298 eV
Net charge ... 0
HOMO energy ... -9.30 eV
HOMO-LUMO gap ... 9.355 eV

Last column: Löwdin charge in e.
Positions of all 18 atoms, in Å:
N1 2.3032 -1.8905 0.4549  0.17
C1 1.0180 -1.6420 -0.0107  -0.46
O1 0.3405 -2.4993 -0.6265  0.03
C2 0.6085 -0.3126 0.3046  -0.10
N2 1.1832 0.7237 0.6572  0.09
N3 0.6016 1.8245 0.2433  -0.03
C3 -0.6042 1.7306 -0.4123  -0.13
C4 -0.9247 0.2713 -0.4715  -0.30
O2 -1.0932 -0.1973 -1.7201  0.10
N4 -2.0120 -0.0156 0.5801  -0.34
O3 -1.7068 0.2286 1.7331  0.08
O4 -3.0858 -0.4046 0.2020  0.12
H1 2.6226 -1.0256 0.9301  0.11
H2 2.8014 -2.7383 0.4131  0.09
H3 1.0382 2.6201 0.7344  0.17
H4 -0.6967 2.1782 -1.4709  0.17
H5 -1.3207 2.2826 0.1693  0.13
H6 -1.0732 -1.1339 -1.7103  0.08

---

Record 2
The following is a quantum chemistry calculation of a single C4H6N4O6 molecule in a non-equilibrium geometry, from the OMol25 dataset.

Output
Structure (SMILES) ... C[C@H]1N=[N+]([O-])O[C@@H](OC=O)N1[N+](=O)[O-]
LUMO energy ... 0.3 eV
Total energy ... -22481.74755 eV
Net charge ... 0
HOMO energy ... -10.39 eV
HOMO-LUMO gap ... 10.720 eV

Last column: Löwdin charge in e.
Positions of all 20 atoms, in Å:
C1 1.4704 0.0303 1.5008  -0.04
C2 1.2603 0.3225 0.0247  -0.27
N1 1.2572 -0.9589 -0.6036  0.14
N2 0.5795 -1.3637 -1.4924  -0.29
O1 0.6449 -2.4143 -2.0415  0.12
O2 -0.5750 -0.5316 -2.0143  0.10
C3 -1.0585 0.2948 -1.1005  -0.36
O3 -2.0569 -0.4030 -0.3685  0.05
C4 -1.6761 -1.5228 0.3302  -0.26
O4 -0.5887 -1.9220 0.6463  0.08
N3 -0.0326 0.9942 -0.2812  0.09
N4 -0.4372 2.2412 0.2770  -0.38
O5 -1.5535 2.6281 -0.0530  0.07
O6 0.3226 2.7921 0.9805  0.13
H1 1.6446 0.9307 2.1716  0.10
H2 2.3571 -0.5022 1.5288  0.05
H3 0.7202 -0.5100 2.1392  0.10
H4 2.0243 0.9155 -0.5293  0.17
H5 -1.6888 1.1289 -1.6658  0.21
H6 -2.6138 -2.1499 0.5510  0.17